w | Formula: C5H6N2S2
Source: OMol25
Level of theory: ωB97M-V/def2-TZVPD

Output
- LUMO level (spin up / spin down): -0.71 / -0.54 eV
- Gap between HOMO and LUMO (spin up / spin down): 6.50 / 6.21 eV

Cartesian coordinates (Å):
S 2.28 -1.60 -2.35
S 0.62 0.60 -3.63
N 0.49 -0.24 -1.19
N -0.54 1.48 -3.02
C 1.21 -0.26 -2.28
C 0.08 0.16 -0.17
C -0.39 0.33 1.13
C -1.06 -0.64 2.08
C 0.34 -0.29 2.38
H -1.21 -1.64 1.60
H -1.07 1.86 -3.78
H -0.69 1.31 0.97
H -1.80 -0.34 2.84
H 0.55 0.26 3.30
H 1.18 -0.99 2.11

These are the natural (NBO) partial charges, in e, on atoms 1 to 6: number 1, S, carries -0.224; number 2, S, carries 0.796; number 3, N, carries -0.231; number 4, N, carries -0.990; number 5, C, carries -0.348; number 6, C, carries 0.540

***

x | Formula: C5H6N2S2
Source: OMol25
Level of theory: ωB97M-V/def2-TZVPD

Output
- LUMO level: 0.37 eV
- Gap between HOMO and LUMO: 9.53 eV

Cartesian coordinates (Å):
S -1.61 0.24 2.48
S -0.68 -2.25 1.10
N 2.00 1.13 -0.09
N 0.95 0.76 -2.17
C 2.00 1.04 -1.41
C -0.17 0.26 -1.61
C -1.53 -0.71 0.91
C 0.85 0.69 0.46
C -0.26 0.26 -0.25
H -1.01 -0.15 -2.27
H -0.23 0.11 2.84
H -2.49 -0.88 0.32
H 0.77 0.66 1.52
H -1.37 -2.81 0.12
H 2.79 1.67 -1.92

These are the natural (NBO) partial charges, in e, on atoms 1 to 6: number 1, S, carries 0.023; number 2, S, carries 0.047; number 3, N, carries -0.423; number 4, N, carries -0.439; number 5, C, carries 0.228; number 6, C, carries 0.012

***

Which structure is most stable, and how do the rest compare? From most to least stable: x, w.

***

w | Formula: C4H11N2O
Source: OMol25
Level of theory: ωB97M-V/def2-TZVPD

Output
- LUMO level (spin up / spin down): 7.10 / 7.06 eV
- Gap between HOMO and LUMO (spin up / spin down): 3.06 / 7.02 eV
- Net charge: -2
- Multiplicity: 2
- <S²>: 0.75

Cartesian coordinates (Å):
O 0.54 -2.06 -2.27
N 1.52 -0.71 -0.10
N -0.67 0.12 2.24
C -0.11 1.18 1.38
C 0.03 -0.53 -0.48
C -0.48 0.83 -0.17
C -0.11 -0.91 -2.02
H 1.02 1.08 1.38
H -0.60 2.06 1.59
H 0.18 -0.06 -2.51
H -1.21 -1.01 -2.32
H 0.02 -0.13 3.01
H 1.58 -1.40 -0.93
H 1.93 0.07 -0.49
H -1.57 0.48 2.73
H -1.56 0.81 -0.19
H -0.07 1.56 -0.87
H -0.44 -1.38 0.03

These are the natural (NBO) partial charges, in e, on atoms 1 to 6: number 1, O, carries -0.977; number 2, N, carries -0.909; number 3, N, carries -0.993; number 4, C, carries -0.768; number 5, C, carries -0.094; number 6, C, carries -0.453

***

x | Formula: C4H11N2O
Source: OMol25
Level of theory: ωB97M-V/def2-TZVPD

Output
- LUMO level (spin up / spin down): 6.24 / 6.92 eV
- Gap between HOMO and LUMO (spin up / spin down): 2.18 / 6.93 eV
- Net charge: -2
- Multiplicity: 2
- <S²>: 0.75

Cartesian coordinates (Å):
O 1.31 -2.45 0.28
N -1.21 2.66 0.99
N 0.80 -0.08 -0.75
C -0.86 1.56 -0.09
C -1.43 -0.84 -0.19
C -0.29 0.10 0.19
C 1.75 -1.41 -0.39
H 2.66 -0.90 -0.08
H -0.13 2.05 -0.74
H -2.12 -0.36 -0.86
H -0.07 -0.09 1.32
H -1.39 3.51 0.42
H -0.96 -1.89 -0.49
H 1.98 -1.53 -1.54
H -1.92 -0.70 0.82
H -1.75 1.53 -0.80
H 1.47 0.70 -0.62
H -0.39 2.80 1.50

These are the natural (NBO) partial charges, in e, on atoms 1 to 6: number 1, O, carries -0.909; number 2, N, carries -1.097; number 3, N, carries -0.721; number 4, C, carries -0.648; number 5, C, carries -0.649; number 6, C, carries -0.081

***

Which structure is most stable, and how do the rest compare? From most to least stable: w, x.

***

w | Formula: C25H26Cl2N11O2PS3SeZr
Source: OMol25
Level of theory: ωB97M-V/def2-TZVPD

Output
- LUMO level (spin up / spin down): -6.98 / -6.98 eV
- Gap between HOMO and LUMO (spin up / spin down): 5.42 / 5.42 eV
- Net charge: +2

Cartesian coordinates (Å):
Zr 0.23 -0.14 -0.05
Se -0.50 -3.53 -1.63
Cl 0.26 -2.21 1.79
Cl -2.07 -1.80 0.18
S -1.54 1.55 -0.92
S -0.97 -0.48 -3.04
S -1.39 0.51 1.92
P 1.69 2.20 -2.01
O 0.61 3.23 -1.93
O 1.47 0.96 -1.15
N -0.56 2.12 3.94
N 0.79 1.63 -4.42
N -1.79 2.13 4.28
N -5.11 0.86 -0.26
N 2.66 -1.35 -1.79
N 0.62 -4.13 -2.77
N 0.57 -2.16 -1.14
N 1.05 1.49 2.50
N 1.48 0.72 1.53
N 2.50 4.32 -0.65
N -4.10 -2.14 -3.35
C 3.57 -0.24 0.79
C -3.45 -0.10 -1.96
C 4.93 -0.12 0.59
C 3.55 2.00 1.70
C -3.67 2.52 5.68
C -3.85 -1.20 -2.75
C -4.38 0.43 -1.04
C 3.85 -2.61 -3.47
C -3.35 3.16 7.97
C 1.68 -2.25 -1.89
C -1.43 2.91 6.55
C 2.85 -3.54 -3.61
C 3.17 3.20 -1.35
C -1.98 3.20 7.78
C 4.91 2.10 1.50
C 2.86 0.84 1.33
C -0.22 1.46 2.84
C -4.20 2.83 6.91
C 1.71 -3.37 -2.80
C -2.16 0.35 -1.97
C -1.47 -2.61 1.64
C 5.61 1.04 0.93
C -2.28 2.54 5.49
C 3.71 -1.54 -2.56
C 2.07 1.69 -3.75
H 6.67 1.11 0.77
H -5.27 2.80 7.05
H 5.43 3.01 1.78
H 3.05 -1.17 0.59
H 4.49 -0.81 -2.45
H -2.48 1.71 3.63
H 2.79 2.37 -4.21
H 2.45 4.17 0.36
H -3.77 3.37 8.94
H 0.87 1.24 -5.36
H 2.91 -4.37 -4.29
H 4.76 -2.68 -4.05
H 2.99 2.80 2.17
H -1.33 3.46 8.61
H 3.81 2.63 -0.68
H 0.38 2.56 -4.50
H -4.31 2.26 4.85
H -1.58 -3.70 1.53
H 1.49 4.24 -1.07
H 2.51 0.69 -3.72
H -0.36 2.92 6.39
H 2.90 5.24 -0.84
H 3.76 3.57 -2.18
H -0.30 0.63 -3.53
H 5.49 -0.95 0.18
H -2.00 -2.22 2.51

These are the Löwdin partial charges, in e, on atoms 1 to 6: number 1, Zr, carries 1.198; number 2, Se, carries 1.185; number 3, Cl, carries 0.610; number 4, Cl, carries 0.581; number 5, S, carries 0.632; number 6, S, carries 0.791

***

x | Formula: C25H26Cl2N11O2PS3SeZr
Source: OMol25
Level of theory: ωB97M-V/def2-TZVPD

Output
- LUMO level: -7.09 eV
- Gap between HOMO and LUMO: 5.34 eV
- Net charge: +2

Cartesian coordinates (Å):
Zr 0.99 0.42 0.34
Se 0.49 -3.41 1.94
Cl 4.35 0.27 0.28
Cl 2.83 -1.71 -1.21
S 2.09 2.89 1.08
S -0.63 2.42 0.15
S -0.42 -0.81 -1.39
P 2.08 1.83 -2.76
O 1.77 1.23 -1.37
O 2.83 0.96 -3.69
N -1.95 -0.92 0.87
N 1.92 0.05 2.54
N -2.64 -2.71 -1.96
N 0.25 1.01 -4.49
N -1.13 5.25 -2.12
N -1.08 -0.17 1.39
N 2.89 6.11 -0.31
N 3.42 3.51 -1.05
N -2.71 -2.17 -0.80
N 0.92 -3.22 3.64
N 1.09 -1.79 1.49
C -1.30 0.05 2.80
C -2.08 -0.77 4.92
C -1.91 -0.95 3.56
C -0.34 5.08 -1.30
C -1.78 -1.33 -0.40
C 0.68 3.53 0.23
C -4.77 -3.89 -1.69
C 4.42 -0.96 -1.01
C -4.29 -5.16 -4.13
C 2.32 -0.10 4.91
C -1.06 1.40 4.77
C 1.51 -1.24 2.61
C 2.81 3.46 -2.39
C 1.43 -2.02 3.80
C 2.30 0.60 3.67
C 1.88 5.56 -0.33
C -5.68 -4.80 -2.20
C -5.45 -5.43 -3.41
C -3.37 -4.25 -3.64
C -3.61 -3.63 -2.42
C -0.87 1.22 3.41
C -1.65 0.41 5.53
C 1.88 -1.39 5.00
C 0.71 4.74 -0.39
C 0.48 2.19 -3.60
H 4.25 2.93 -0.99
H 1.19 0.63 -4.73
H -1.84 -2.51 -2.55
H -2.26 -1.85 3.08
H -6.58 -5.01 -1.64
H 3.02 3.08 -0.19
H 2.67 0.43 5.78
H -0.26 0.28 -3.97
H -2.46 -4.04 -4.19
H -6.17 -6.14 -3.80
H 3.71 4.47 -0.85
H -4.11 -5.65 -5.08
H 4.69 -0.48 -1.94
H -2.55 -1.54 5.51
H -0.35 2.30 -2.90
H -4.94 -3.38 -0.75
H -1.81 0.55 6.59
H 3.50 3.71 -3.20
H 5.14 -1.72 -0.71
H 0.55 3.09 -4.21
H -0.75 2.33 5.23
H 2.00 4.19 -2.41
H -0.27 1.24 -5.33
H 1.86 -1.93 5.94
H 2.59 1.64 3.64
H -0.44 2.02 2.82

These are the Löwdin partial charges, in e, on atoms 1 to 6: number 1, Zr, carries 1.214; number 2, Se, carries 1.252; number 3, Cl, carries 0.585; number 4, Cl, carries 0.571; number 5, S, carries 0.684; number 6, S, carries 0.662

***

Which structure is most stable, and how do the rest compare? From most to least stable: x, w.

***

w | Formula: C8H9NO3
Source: OMol25
Level of theory: ωB97M-V/def2-TZVPD

Output
- LUMO level: 0.56 eV
- Gap between HOMO and LUMO: 9.77 eV
- Structure (SMILES): COc1ccc(C(=O)O)nc1C

Cartesian coordinates (Å):
O 3.68 1.07 -0.25
O -2.13 -0.02 0.19
O 4.04 -1.17 0.47
N 1.15 1.00 0.06
C -3.05 -1.07 0.07
C -0.98 2.25 0.20
C 1.76 -0.25 0.01
C 1.15 -1.36 -0.20
C -0.24 -1.43 -0.13
C -0.83 -0.24 -0.11
C 3.31 -0.26 0.10
C -0.13 0.95 -0.07
H -1.54 2.43 -0.73
H -3.09 -1.30 -1.04
H 1.75 -2.35 -0.15
H -0.61 -2.40 -0.38
H -1.55 2.12 1.08
H -0.48 3.28 0.10
H 4.68 1.10 -0.32
H -3.99 -0.35 0.33
H -2.91 -2.00 0.78

These are the natural (NBO) partial charges, in e, on atoms 1 to 6: number 1, O, carries -0.688; number 2, O, carries -0.500; number 3, O, carries -0.576; number 4, N, carries -0.346; number 5, C, carries -0.280; number 6, C, carries -0.646

***

x | Formula: C8H9NO3
Source: OMol25
Level of theory: ωB97M-V/def2-TZVPD

Output
- LUMO level (spin up / spin down): -2.62 / -2.62 eV
- Gap between HOMO and LUMO (spin up / spin down): 6.17 / 6.16 eV

Cartesian coordinates (Å):
O 0.06 1.21 -0.19
O -1.20 -2.34 -3.03
O 0.24 -1.85 0.36
N -1.24 -1.15 -2.68
C -2.01 -0.26 -3.40
C -0.57 -0.57 -1.70
C -0.65 0.70 -1.21
C -2.18 1.05 -3.00
C -1.53 1.56 -1.90
C 1.01 0.40 0.45
C 0.40 -0.83 1.21
C 1.38 -1.21 2.34
H -2.48 -0.68 -4.26
H 1.03 -2.12 2.82
H 1.42 -0.41 3.08
H 1.51 1.07 1.15
H 1.72 0.00 -0.28
H 2.37 -1.39 1.93
H -1.67 2.57 -1.54
H -0.56 -0.50 1.66
H -2.84 1.68 -3.58

These are the natural (NBO) partial charges, in e, on atoms 1 to 6: number 1, O, carries -0.442; number 2, O, carries -0.468; number 3, O, carries -0.458; number 4, N, carries 0.053; number 5, C, carries -0.067; number 6, C, carries 0.364

***

Which structure is most stable, and how do the rest compare? From most to least stable: w, x.

***

w | Formula: C17H23N3O3
Source: OMol25
Level of theory: ωB97M-V/def2-TZVPD

Output
- LUMO level: 0.80 eV
- Gap between HOMO and LUMO: 10.09 eV
- Structure (SMILES): CCCCNC(=O)CN1C(=O)N[C@H](CCc2ccccc2)C1=O

Cartesian coordinates (Å):
O -1.45 0.31 0.17
O 1.41 1.40 1.23
O 1.21 -1.89 3.14
N -0.24 -0.57 1.90
N 0.59 2.84 2.76
N 0.59 -2.39 0.98
C -0.25 0.58 2.77
C 0.68 1.65 2.16
C 0.42 5.20 2.01
C 0.62 -1.66 2.11
C 0.78 -1.24 -1.23
C -0.12 -1.74 -0.09
C -1.44 4.02 0.70
C -1.60 -4.94 -3.69
C -0.36 -2.88 -3.71
C -0.71 -0.53 0.62
C 1.33 4.01 2.32
C -0.35 5.09 0.70
C 0.38 -3.30 -2.61
C 0.12 -4.55 -2.06
C 1.42 -2.39 -2.01
C -1.34 -3.69 -4.24
C -0.86 -5.36 -2.59
H -1.91 -3.36 -5.10
H -0.16 -1.92 -4.15
H -1.06 -6.33 -2.16
H 1.21 -3.17 0.83
H 0.69 -4.89 -1.21
H 0.16 -0.64 -1.89
H 1.05 6.09 1.97
H -1.27 0.96 2.85
H -2.37 -5.57 -4.11
H 1.55 -0.60 -0.80
H 1.88 3.70 1.43
H -0.06 2.98 3.52
H -2.07 4.13 -0.19
H -0.81 6.06 0.50
H 2.05 4.29 3.10
H 2.03 -1.96 -2.81
H 0.12 0.26 3.75
H 2.09 -2.96 -1.36
H 0.35 4.88 -0.11
H -1.03 3.02 0.68
H -0.91 -2.38 -0.49
H -0.28 5.33 2.84
H -2.08 4.12 1.57

These are the natural (NBO) partial charges, in e, on atoms 1 to 6: number 1, O, carries -0.585; number 2, O, carries -0.632; number 3, O, carries -0.617; number 4, N, carries -0.471; number 5, N, carries -0.608; number 6, N, carries -0.623

***

x | Formula: C17H23N3O3
Source: OMol25
Level of theory: ωB97M-V/def2-TZVPD

Output
- LUMO level: 0.30 eV
- Gap between HOMO and LUMO: 8.65 eV

Cartesian coordinates (Å):
O 1.90 3.42 -1.73
O 0.16 1.86 -1.65
O -0.97 0.75 2.63
N 1.82 -1.37 1.87
N -0.70 -0.65 -0.01
N -0.44 2.55 1.19
C 2.51 -1.62 0.75
C -0.92 1.16 1.44
C -1.65 0.47 0.37
C 0.88 2.73 -1.06
C 2.65 -0.31 0.19
C 2.16 2.09 0.90
C -4.96 -1.77 -0.13
C 3.34 -0.34 -1.04
C -3.45 -1.28 -0.67
C 4.13 -1.49 -1.50
C -3.61 -0.30 -1.92
C 0.83 2.90 0.41
C -2.92 -0.35 0.61
C 1.82 0.08 2.16
C 3.03 -2.79 0.31
C 3.83 -2.77 -0.89
C 2.13 0.74 1.06
H -5.05 -2.43 0.63
H -2.87 -0.98 1.52
H -5.57 -0.85 0.26
H -2.01 1.15 -0.42
H 4.26 -3.59 -1.55
H 2.14 2.60 1.89
H -4.36 -0.94 -2.60
H 1.22 3.87 0.76
H 2.79 -3.71 0.62
H -2.70 -0.03 -2.43
H 2.91 2.52 0.29
H -4.36 0.55 -1.58
H -2.78 -2.10 -1.02
H 2.11 2.87 -2.57
H -0.27 -0.54 -1.36
H -5.23 -2.42 -0.98
H 4.60 -1.46 -2.43
H -0.13 2.87 2.08
H 3.57 0.64 -1.51
H 0.29 -0.80 0.66
H 2.33 -1.97 2.91
H 1.10 0.59 2.82
H -3.59 0.48 0.73

These are the natural (NBO) partial charges, in e, on atoms 1 to 6: number 1, O, carries -0.696; number 2, O, carries -0.609; number 3, O, carries -0.603; number 4, N, carries -0.556; number 5, N, carries -0.876; number 6, N, carries -0.625

***

Which structure is most stable, and how do the rest compare? From most to least stable: w, x.

***

w | Formula: C3H4O3Rb
Source: OMol25
Level of theory: ωB97M-V/def2-TZVPD

Output
- LUMO level: 1.67 eV
- Gap between HOMO and LUMO: 4.36 eV
- Net charge: -1

Cartesian coordinates (Å):
Rb 0.59 2.40 -1.46
O -2.15 1.46 -0.28
O 2.57 0.61 0.44
O 4.31 -0.51 -0.20
C -2.11 -0.80 0.46
C -2.71 0.39 0.20
C 3.14 0.10 -0.55
H -1.35 -1.19 -0.22
H 4.09 -1.38 0.14
H -2.55 -1.51 1.19
H -3.82 0.42 0.28

These are the natural (NBO) partial charges, in e, on atoms 1 to 6: number 1, Rb, carries 0.925; number 2, O, carries -0.887; number 3, O, carries -0.777; number 4, O, carries -0.834; number 5, C, carries -0.744; number 6, C, carries 0.230

***

x | Formula: C3H4O3Rb
Source: OMol25
Level of theory: ωB97M-V/def2-TZVPD

Output
- LUMO level (spin up / spin down): 1.74 / 1.74 eV
- Gap between HOMO and LUMO (spin up / spin down): 3.50 / 3.50 eV
- Net charge: -1

Cartesian coordinates (Å):
Rb -2.75 -1.47 -0.11
O -1.01 -0.43 -2.44
O 0.46 -0.40 -0.75
O 1.16 -0.05 -2.81
C -0.16 -0.41 1.59
C 0.14 -0.37 -1.97
C -0.13 0.87 2.03
H 0.76 1.35 2.46
H -1.03 1.50 2.03
H 0.77 -1.12 2.32
H 1.78 0.53 -2.34

These are the Löwdin partial charges, in e, on atoms 1 to 6: number 1, Rb, carries 0.753; number 2, O, carries -0.139; number 3, O, carries -0.133; number 4, O, carries 0.026; number 5, C, carries -0.337; number 6, C, carries -0.866

***

Which structure is most stable, and how do the rest compare? From most to least stable: w, x.

***

w | Formula: C5H7IN2O
Source: OMol25
Level of theory: ωB97M-V/def2-TZVPD

Output
- LUMO level (spin up / spin down): -1.73 / -1.73 eV
- Gap between HOMO and LUMO (spin up / spin down): 6.63 / 6.64 eV
- Structure (SMILES): Cc1cc(=O)n(I)n1C

Cartesian coordinates (Å):
I 1.17 -1.11 3.23
O -2.16 -0.79 2.41
N 0.49 0.04 0.46
N -0.11 0.11 1.62
C -1.63 -0.62 0.07
C -0.21 0.00 -2.02
C 1.64 0.81 0.19
C -0.48 -0.29 -0.54
C -1.38 -0.53 1.53
H 2.54 0.15 0.48
H -1.23 -0.20 -2.45
H 0.08 1.05 -2.17
H -2.59 -0.93 -0.22
H 1.65 1.14 -0.90
H 0.55 -0.62 -2.47
H 1.68 1.78 0.79

These are the natural (NBO) partial charges, in e, on atoms 1 to 6: number 1, I, carries 0.093; number 2, O, carries -0.546; number 3, N, carries -0.253; number 4, N, carries -0.246; number 5, C, carries -0.404; number 6, C, carries -0.659

***

x | Formula: C5H7IN2O
Source: OMol25
Level of theory: ωB97M-V/def2-TZVPD

Output
- LUMO level: 0.48 eV
- Gap between HOMO and LUMO: 9.07 eV
- Structure (SMILES): CCc1onc(N)c1I

Cartesian coordinates (Å):
I -2.78 0.86 0.06
O 0.96 -1.04 -0.35
N 0.22 -2.18 -0.13
N -2.02 -2.63 0.44
C 0.89 1.44 -0.67
C -1.01 -1.78 0.09
C -1.13 -0.38 -0.03
C 1.80 1.96 0.48
C 0.28 0.04 -0.31
H -2.95 -2.29 0.13
H 0.18 2.15 -0.82
H -1.85 -3.58 0.44
H 1.37 1.46 1.43
H 2.83 1.64 0.52
H 1.40 1.25 -1.60
H 1.80 3.08 0.34

These are the natural (NBO) partial charges, in e, on atoms 1 to 6: number 1, I, carries 0.175; number 2, O, carries -0.276; number 3, N, carries -0.208; number 4, N, carries -0.801; number 5, C, carries -0.440; number 6, C, carries 0.268

***

Which structure is most stable, and how do the rest compare? From most to least stable: x, w.